A molecular structure, C42H84N2O10Rb2. Source: the Open Molecules 2025 dataset; level of theory: wB97M-V/def2-TZVPD.

XYZ file:
```
140
Properties=species:S:1:pos:R:3:forces:R:3
Rb -0.95770 -0.54656 4.00753 -0.4 -1.2 -0.6
Rb 3.07917 -1.62721 2.53619 -0.5 -0.1 -0.5
C -1.80019 -2.94197 6.81041 0.3 -0.2 -1.8
C -2.84355 -3.55899 5.81602 -1.9 0.3 -0.4
C -4.20656 -2.93968 6.33680 0.2 -1.9 -0.1
C -5.39287 -3.21311 5.40891 -0.5 2.1 0.9
C -5.11589 -2.52591 4.08828 -0.4 -1.6 0.8
C -3.88543 -3.18335 3.44032 -0.6 -0.5 -1.0
N -2.72245 -3.10787 4.34074 1.8 1.7 1.0
O -1.44947 -3.44199 3.67133 -1.5 0.4 1.3
C -3.76198 -2.36005 2.12683 1.3 -1.3 0.2
C -4.16348 -4.66376 3.03023 0.2 -0.2 0.9
C -2.90554 -5.09877 6.00370 0.5 0.3 0.5
H -1.87741 -1.85537 6.77244 0.0 0.2 -0.1
H -0.80104 -3.22356 6.47800 0.2 0.0 0.1
H -1.93654 -3.22366 7.85452 -0.3 -0.3 -0.2
H -4.04817 -1.88690 6.57062 -0.3 0.3 -0.6
H -4.49938 -3.35284 7.30202 0.5 -0.4 0.3
H -6.24190 -2.71561 5.87768 -0.2 0.5 0.1
H -5.85653 -4.19526 5.31676 1.1 -0.5 0.0
H -4.94132 -1.46280 4.25386 0.0 0.1 0.0
H -6.05183 -2.66874 3.54819 0.3 0.2 -0.9
H -2.96121 -2.69428 1.46718 0.6 0.1 0.4
H -3.60796 -1.30972 2.37418 -0.4 0.2 -0.3
H -4.62271 -2.62538 1.51296 -0.6 0.8 0.3
H -3.23820 -5.22089 3.17708 0.2 0.2 -0.6
H -4.56755 -4.82891 2.03146 0.1 0.2 0.0
H -4.82615 -5.15389 3.74351 -0.4 0.1 -0.1
H -3.86232 -5.56040 5.75963 0.0 0.2 -0.4
H -2.76167 -5.31458 7.06239 0.0 0.0 0.2
H -2.08623 -5.60644 5.49468 -0.1 0.1 -0.3
C 2.80422 -1.18424 -0.90872 -0.8 0.8 1.6
C 1.79447 0.05862 -0.54624 1.2 -1.7 0.2
C 1.74136 0.71800 -1.89241 -0.5 1.8 -1.1
C 0.66064 1.83304 -2.13127 2.3 -1.6 1.4
C -0.66408 1.28027 -1.64814 0.1 0.7 -0.1
C -0.65724 0.54997 -0.23980 1.3 2.1 -0.1
N 0.47152 -0.41160 -0.16614 -1.1 -1.0 -0.4
O 0.43298 -1.23882 0.99452 0.7 1.2 0.2
C -2.08274 -0.00570 -0.09869 1.0 -0.3 0.3
C -0.52719 1.68686 0.86327 -0.2 -0.3 -0.2
C 2.48889 1.00265 0.47037 -0.7 0.0 -0.2
H 2.34357 -1.87054 -1.61928 0.0 0.2 0.0
H 3.13492 -1.75950 -0.04396 -0.6 -0.2 0.1
H 3.77677 -0.80729 -1.22516 -0.2 0.4 -0.6
H 1.63396 -0.07461 -2.63291 -0.1 0.2 -0.2
H 2.65791 1.27094 -2.09804 0.6 -0.5 0.1
H 0.90625 2.19710 -3.12888 -1.2 -0.4 -0.4
H 0.99287 2.69896 -1.55863 -0.3 0.1 0.5
H -1.07728 0.60255 -2.39519 -0.2 0.0 0.0
H -1.26367 2.18730 -1.57139 -0.9 -0.4 0.1
H -2.25222 -0.74204 -0.88430 -0.2 -0.1 0.2
H -2.77222 0.83299 -0.19511 -0.1 0.0 -0.2
H -2.24212 -0.44005 0.88825 0.1 -0.3 -0.2
H -0.43050 1.21913 1.84305 -0.2 -0.1 0.1
H -1.40902 2.32728 0.84473 -0.2 -0.1 0.1
H 0.32253 2.36708 0.80520 0.0 -0.2 -0.4
H 2.18272 0.83996 1.50376 -0.1 -0.4 0.1
H 2.05783 1.97873 0.24773 0.9 0.3 0.0
H 3.57487 0.95150 0.39205 0.0 0.4 -0.1
C -1.13050 6.21298 -3.27395 0.6 -0.1 -0.4
C 0.21615 5.57630 -3.68701 0.7 1.4 2.0
O 1.23429 5.96601 -3.11251 -1.2 -0.8 -1.3
C 0.18031 4.42384 -4.63624 0.0 -0.5 -0.3
H -0.96239 7.14251 -2.73006 0.2 0.1 -0.4
H -1.69190 5.60862 -2.56143 0.0 -0.5 -0.3
H -1.70800 6.37287 -4.18446 -0.3 0.1 0.2
H -0.46602 4.52822 -5.50772 -0.2 0.4 0.1
H -0.25724 3.62058 -4.04342 -0.1 -0.2 -0.1
H 1.14772 4.08383 -5.00585 0.1 0.3 0.4
C -5.68606 -0.52447 -1.33262 -0.7 0.8 1.0
C -6.69802 -0.44258 -0.24320 -1.0 -2.0 -0.5
O -7.72648 -1.09366 -0.30167 0.2 0.7 0.4
C -6.31114 0.37898 0.92175 -0.2 0.4 1.1
H -6.15753 -0.89939 -2.24106 0.5 0.0 0.1
H -4.91225 -1.12896 -0.85943 0.4 0.0 -0.7
H -5.42226 0.53270 -1.30277 1.0 0.0 -1.2
H -6.96425 0.11757 1.75435 0.0 0.3 0.0
H -6.39418 1.43737 0.67475 -0.2 0.1 0.0
H -5.27700 0.24456 1.23889 0.1 -0.3 -0.2
C 1.86715 3.16733 4.22193 -0.4 -0.8 0.3
C 3.21389 3.67127 3.87792 1.1 2.4 -1.8
O 3.30589 4.68130 3.17745 0.1 -1.3 1.0
C 4.47097 2.93255 4.31087 -1.0 0.3 1.0
H 1.06373 3.81509 3.87120 0.3 0.0 0.0
H 1.73393 2.92681 5.27667 0.1 0.0 0.1
H 1.83283 2.22200 3.68039 -0.4 -0.3 -0.1
H 4.19880 1.91619 4.59554 0.5 -0.4 -0.6
H 4.71786 3.35462 5.28504 0.2 0.3 0.2
H 5.34021 3.10475 3.67616 -0.4 -0.4 -0.2
C -0.98965 5.16682 2.58528 -0.1 0.2 0.0
C -2.22601 5.96712 2.28839 -0.5 0.2 -2.4
O -2.96558 5.66953 1.35514 0.7 0.2 1.2
C -2.49242 7.17384 3.16378 -0.6 -1.2 -0.8
H -0.55731 4.63095 1.74029 -0.4 0.1 -0.1
H -1.38663 4.43454 3.28832 0.6 -0.2 0.5
H -0.22518 5.83190 2.98696 0.0 -0.3 0.5
H -3.50053 7.49522 2.90199 0.1 0.2 0.3
H -1.77482 7.95378 2.90916 0.1 -0.1 0.5
H -2.44073 6.74748 4.16560 0.2 0.8 0.4
C 6.93578 -1.52338 -4.03779 1.8 -0.1 -0.5
C 5.91183 -2.01586 -4.95076 -3.2 2.0 -3.3
O 5.80443 -1.55826 -6.12172 0.8 -1.5 3.2
C 4.81877 -2.95566 -4.44980 0.4 0.1 -0.8
H 7.57376 -0.84440 -4.60353 -0.1 0.2 0.1
H 7.52467 -2.43735 -3.96054 0.5 -0.1 0.9
H 6.69154 -1.07939 -3.07274 -0.4 -0.4 -0.1
H 4.26556 -2.52232 -3.61657 0.2 0.0 0.2
H 5.22792 -3.92649 -4.17020 0.0 0.0 0.1
H 4.13119 -3.07440 -5.28720 0.0 -0.2 0.1
C -1.11890 -0.98540 -5.35727 0.2 1.1 -0.4
C -0.23225 -2.13842 -4.96469 0.6 -2.1 -0.2
O 0.38501 -2.88618 -5.75323 -1.6 2.4 1.8
C -0.22348 -2.43127 -3.45029 0.1 -0.5 -0.9
H -2.16127 -1.23733 -5.55242 0.1 -0.6 -0.2
H -0.73018 -0.42913 -6.21025 0.0 -0.4 -0.3
H -1.20023 -0.22391 -4.58162 0.2 -0.2 0.4
H -0.01080 -1.57326 -2.81257 0.5 0.0 -0.1
H 0.42788 -3.29724 -3.33238 0.3 0.3 0.4
H -1.19785 -2.74560 -3.07628 -0.4 0.0 -0.4
C 5.75783 -3.81277 -1.06261 0.1 -0.5 -0.2
C 6.00842 -3.25744 0.31804 -0.7 0.5 -0.1
O 5.54996 -2.18500 0.65945 -0.2 0.2 0.0
C 6.74896 -4.08021 1.31741 0.1 -1.0 -0.5
H 4.68142 -3.96318 -1.14508 -0.1 -0.2 0.1
H 6.27530 -4.76244 -1.19845 -0.2 0.0 0.0
H 5.97589 -3.20316 -1.93949 0.3 0.5 0.5
H 6.77784 -5.12095 0.99471 0.1 0.0 0.0
H 6.30027 -4.06742 2.31071 0.2 0.5 -0.1
H 7.77338 -3.70981 1.27920 0.1 0.0 0.5
C 2.01238 2.76249 -7.51349 -0.4 0.3 -1.2
C 2.56405 1.36286 -7.42939 1.5 -0.9 -0.4
O 3.19796 0.82258 -8.33983 -1.6 1.2 1.4
C 2.51356 0.75641 -6.04301 -0.2 -0.1 -0.7
H 1.88939 3.01425 -8.56687 0.7 0.3 0.0
H 2.71825 3.40057 -6.98182 0.1 0.2 -0.3
H 1.02526 3.01681 -7.12746 0.0 -0.8 0.6
H 2.80686 -0.29115 -6.11160 -0.1 0.1 0.2
H 1.50632 0.91401 -5.65736 0.0 -0.3 0.3
H 3.20780 1.30767 -5.40880 0.1 0.0 0.1
```
Forces are in eV/Å.

The value obtained for the HOMO energy is -5.361 eV. Its total charge is 0. Its spin multiplicity is 1. The calculation puts the HOMO-LUMO gap at 0.1499 hartree.